Computed, not measured: 4 unconnected molecules or ions with the total composition C31H78N12O12P5 at a distorted geometry, with ωB97M-V/def2-TZVPD.

Element x y z (Å)
N -0.81 -4.55 1.63
C -0.39 -3.96 2.52
O -0.03 -3.11 3.44
C 1.31 -2.56 3.27
P 2.49 -3.80 2.49
N 2.59 -5.13 3.28
C 1.04 -1.34 2.34
C 2.17 -0.73 1.48
O 1.71 -0.68 0.15
C 2.77 -0.41 -0.75
O 3.39 -1.60 -1.14
C 4.79 -1.69 -0.88
C 5.50 -2.49 -1.99
O 4.64 -3.29 -2.78
C 0.41 -0.34 3.28
N 0.74 -0.67 4.47
C 1.66 -1.86 4.62
C 1.20 -2.51 5.96
C 1.17 -4.05 6.07
C 2.33 -4.61 6.88
O 2.54 -4.21 7.99
O 3.09 -5.59 6.33
C 3.03 -1.14 4.73
P 4.41 -2.10 5.38
O 4.47 -3.44 4.81
O 4.35 -2.00 6.97
O 5.73 -1.28 4.96
H 3.69 -3.07 2.40
H 2.01 -3.99 1.18
H 2.31 -5.93 2.71
H 0.25 -1.53 1.61
H 2.35 0.30 1.81
H 3.13 -1.25 1.58
H 3.47 0.28 -0.27
H 2.32 0.06 -1.62
H 4.93 -2.22 0.07
H 5.27 -0.71 -0.83
H 6.25 -3.13 -1.51
H 6.04 -1.79 -2.63
H 4.10 -3.82 -2.19
H -0.23 0.49 2.99
H 0.41 -0.10 5.24
H 1.84 -2.14 6.76
H 0.19 -2.15 6.15
H 1.08 -4.58 5.13
H 0.28 -4.30 6.65
H 2.67 -6.45 6.43
H 2.86 -0.31 5.42
H 3.36 -0.70 3.79
H 5.25 -1.98 7.32
H 5.79 -0.44 5.44
O 8.07 0.27 -2.67
P 8.88 1.06 -3.64
N 10.48 0.85 -3.05
C 11.12 1.82 -2.18
C 10.82 -0.53 -2.74
N 8.27 2.62 -3.34
C 9.05 3.84 -3.24
C 7.04 2.72 -2.55
N 9.38 1.53 -5.22
C 8.23 1.65 -6.15
C 10.39 0.68 -5.89
H 11.28 2.77 -2.70
H 12.12 1.47 -1.91
H 10.56 2.01 -1.25
H 10.73 -1.15 -3.64
H 10.19 -0.97 -1.97
H 11.86 -0.60 -2.42
H 9.46 3.98 -2.23
H 8.42 4.71 -3.45
H 9.86 3.86 -3.96
H 7.23 2.63 -1.48
H 6.33 1.95 -2.84
H 6.57 3.69 -2.74
H 7.76 0.69 -6.36
H 8.57 2.08 -7.09
H 7.48 2.32 -5.74
H 10.11 -0.37 -5.92
H 11.35 0.78 -5.40
H 10.52 1.03 -6.91
O -2.31 1.21 2.59
P -3.62 1.12 1.85
N -4.66 2.14 2.73
C -5.57 1.63 3.73
C -4.09 3.45 3.05
N -3.94 -0.55 2.05
C -5.23 -1.16 2.33
C -2.84 -1.31 2.59
N -4.57 1.13 0.42
C -3.87 0.48 -0.72
C -5.06 2.44 -0.07
H -6.33 0.99 3.28
H -6.12 2.46 4.18
H -5.07 1.08 4.54
H -3.82 3.98 2.13
H -3.19 3.38 3.67
H -4.82 4.06 3.57
H -5.47 -1.14 3.40
H -5.21 -2.21 2.01
H -6.03 -0.69 1.77
H -2.76 -1.19 3.68
H -1.93 -0.96 2.13
H -2.93 -2.38 2.37
H -3.00 1.06 -1.05
H -4.57 0.39 -1.56
H -3.55 -0.52 -0.45
H -4.26 3.17 -0.19
H -5.82 2.84 0.60
H -5.55 2.30 -1.03
O -8.15 1.71 -1.73
P -9.03 1.68 -2.94
N -10.34 2.70 -2.50
C -11.59 2.18 -1.98
C -9.93 3.97 -1.91
N -9.43 0.02 -2.96
C -10.74 -0.53 -3.26
C -8.68 -0.87 -2.08
N -9.32 1.78 -4.63
C -8.24 1.16 -5.42
C -9.55 3.13 -5.20
H -12.11 1.58 -2.73
H -12.26 3.00 -1.76
H -11.47 1.58 -1.07
H -9.31 4.53 -2.61
H -9.37 3.85 -0.98
H -10.81 4.58 -1.70
H -11.39 -0.54 -2.37
H -10.64 -1.56 -3.61
H -11.24 0.02 -4.05
H -9.04 -0.84 -1.05
H -7.62 -0.61 -2.08
H -8.76 -1.89 -2.45
H -7.30 1.71 -5.34
H -8.53 1.12 -6.47
H -8.07 0.13 -5.09
H -8.76 3.84 -4.94
H -10.50 3.53 -4.86
H -9.61 3.05 -6.28

HOMO-LUMO gap = 6.1 eV
F_max = 0.109 hartree/bohr
total energy = -4494.40614 hartree
charge = +1
highest occupied orbital energy = -0.35763 Ha

Here are the Mulliken charges for atoms 1 to 5, given in e: atom 1 (N): -0.531, atom 2 (C): 0.717, atom 3 (O): -0.378, atom 4 (C): 0.110, atom 5 (P): 0.258

=====

Computed, not measured: 10 unconnected molecules or ions with the total composition C31H78N3O12 at a distorted geometry, with ωB97M-V/def2-TZVPD.

Element x y z (Å)
C -1.00 -1.70 -3.38
C 0.19 -1.17 -3.58
C 0.40 0.26 -3.94
O 1.44 0.60 -4.32
O -0.64 1.08 -3.77
C -0.30 2.21 -2.93
C -1.55 3.07 -2.75
C -2.57 2.45 -1.79
C -2.08 2.45 -0.31
C -1.48 1.05 -0.01
C -0.27 1.09 0.95
C 0.32 -0.33 1.00
C 1.83 -0.41 1.19
C 2.24 -1.81 0.72
N 1.19 -2.82 0.97
O 0.55 -3.23 -0.22
C 0.19 -2.45 1.88
N -0.35 -3.43 2.59
N -0.29 -1.20 2.05
H -1.08 -2.55 -2.71
H -1.88 -1.34 -3.90
H 1.06 -1.81 -3.45
H 0.46 2.82 -3.43
H 0.13 1.89 -1.97
H -2.03 3.14 -3.73
H -1.28 4.09 -2.47
H -2.76 1.41 -2.08
H -3.53 2.97 -1.87
H -1.36 3.24 -0.11
H -2.99 2.53 0.29
H -2.23 0.34 0.36
H -1.11 0.63 -0.94
H 0.46 1.85 0.68
H -0.68 1.30 1.95
H 0.11 -0.78 0.03
H 2.32 0.39 0.64
H 2.10 -0.36 2.25
H 3.19 -2.14 1.13
H 2.38 -1.75 -0.36
H -0.36 -2.88 -0.22
H 0.26 -4.00 3.18
H -1.37 -3.56 2.56
H -1.31 -1.17 1.95
C -0.55 6.68 2.61
C -0.69 5.27 2.06
O -2.06 4.91 1.92
H -1.05 6.76 3.58
H 0.50 6.95 2.73
H -1.02 7.40 1.95
H -0.23 4.55 2.74
H -0.19 5.19 1.09
H -2.46 5.54 1.31
C -4.09 1.67 -7.44
C -3.30 1.53 -6.16
O -4.06 1.94 -5.03
H -4.40 2.70 -7.58
H -3.50 1.36 -8.31
H -5.00 1.06 -7.40
H -2.40 2.15 -6.19
H -2.99 0.48 -6.01
H -4.85 1.39 -4.98
C 0.92 -0.98 6.77
C 1.65 -0.24 5.67
O 1.70 -1.02 4.47
H 1.42 -1.93 6.98
H 0.90 -0.39 7.69
H -0.10 -1.20 6.47
H 2.68 -0.03 5.96
H 1.16 0.72 5.45
H 0.79 -1.19 4.20
C 5.25 1.33 -4.98
C 5.46 0.02 -4.25
O 5.06 0.14 -2.88
H 5.83 2.13 -4.51
H 5.55 1.25 -6.03
H 4.20 1.63 -4.94
H 6.51 -0.27 -4.27
H 4.87 -0.78 -4.72
H 4.13 0.39 -2.88
C -5.43 -3.88 4.12
C -4.06 -3.24 4.25
O -3.32 -3.35 3.02
H -5.33 -4.93 3.85
H -5.98 -3.81 5.05
H -6.00 -3.40 3.33
H -3.47 -3.74 5.02
H -4.15 -2.19 4.52
H -3.84 -2.90 2.34
C 3.65 4.55 -3.83
C 4.40 4.36 -2.52
O 3.59 4.77 -1.41
H 3.36 5.59 -3.96
H 4.27 4.25 -4.67
H 2.73 3.96 -3.83
H 5.30 4.97 -2.50
H 4.68 3.32 -2.38
H 2.79 4.23 -1.42
C 2.54 -5.13 -3.82
C 3.43 -4.62 -4.94
O 2.66 -3.92 -5.91
H 1.77 -5.79 -4.22
H 3.12 -5.68 -3.08
H 2.03 -4.30 -3.32
H 3.92 -5.45 -5.45
H 4.20 -3.95 -4.55
H 2.23 -3.18 -5.47
C 2.31 -5.09 7.34
C 2.29 -5.29 5.84
O 0.95 -5.20 5.33
H 1.69 -5.84 7.83
H 3.33 -5.18 7.73
H 1.91 -4.11 7.61
H 2.67 -6.28 5.57
H 2.91 -4.54 5.34
H 0.62 -4.32 5.56
C -4.12 2.13 3.30
C -4.23 0.71 2.79
O -5.60 0.32 2.66
H -4.62 2.23 4.27
H -3.08 2.44 3.41
H -4.61 2.83 2.62
H -3.76 0.02 3.49
H -3.74 0.61 1.82
H -6.02 0.93 2.03

HOMO-LUMO gap = 7.5 eV
F_max = 0.079 hartree/bohr
total energy = -2294.63810 hartree
charge = +1
ΔE to the lowest compared entry with this formula, charge and spin = 57.4 kcal/mol
highest occupied orbital energy = -0.43605 Ha

Here are the Mulliken charges for atoms 1 to 5, given in e: atom 1 (C): -0.615, atom 2 (C): 0.182, atom 3 (C): 0.130, atom 4 (O): -0.586, atom 5 (O): -0.120